[1]
{
  "formula": "C41H29N12O3Pb",
  "method": "ωB97M-V with the def2-TZVPD basis set",
  "species": ["Pb", "O", "O", "O", "N", "N", "N", "N", "N", "N", "N", "N", "N", "N", "N", "N", "C", "C", "C", "C", "C", "C", "C", "C", "C", "C", "C", "C", "C", "C", "C", "C", "C", "C", "C", "C", "C", "C", "C", "C", "C", "C", "C", "C", "C", "C", "C", "C", "C", "C", "C", "C", "C", "C", "C", "C", "C", "H", "H", "H", "H", "H", "H", "H", "H", "H", "H", "H", "H", "H", "H", "H", "H", "H", "H", "H", "H", "H", "H", "H", "H", "H", "H", "H", "H", "H"],
  "positions_angstrom": [[-0.751, -0.588, 0.573], [-1.821, 1.813, 0.994], [-2.563, -3.562, 3.395], [-1.652, -2.446, 1.697], [1.031, 1.115, -0.927], [1.520, -2.194, 1.120], [-3.304, 2.828, -0.277], [0.412, -1.558, -1.616], [1.837, -1.249, 3.271], [0.951, 0.245, -3.097], [-1.625, -0.145, 3.078], [0.634, -3.617, -0.568], [-2.516, -0.094, -2.113], [1.187, 2.730, 0.872], [-2.066, -1.375, 3.657], [1.218, 0.565, 1.877], [1.471, -2.052, -3.697], [0.427, 3.324, -1.371], [-3.255, 1.762, -3.347], [1.519, -3.206, -2.879], [-3.171, 1.088, -2.163], [-2.403, 2.857, 0.722], [3.645, 3.520, 4.359], [1.905, -2.056, -5.023], [-0.502, 5.230, -2.422], [-0.503, 4.539, -3.642], [2.421, 2.193, 2.934], [3.310, 1.163, 4.881], [-2.091, -2.558, 2.896], [1.605, 1.825, 1.826], [3.902, 2.370, 5.156], [-3.806, 1.583, -0.841], [1.862, 0.022, 3.036], [0.890, -2.806, -1.594], [1.042, -3.581, 2.899], [1.042, -4.183, 4.168], [0.915, -3.393, 0.661], [2.518, 1.110, 3.743], [0.498, -5.482, 4.207], [0.931, 2.352, -0.333], [2.136, -4.373, -3.313], [2.552, -4.335, -4.698], [0.771, 1.269, -2.181], [0.012, -5.547, 1.826], [-0.039, 3.222, -3.730], [0.945, -0.982, -2.805], [0.638, -4.309, 1.816], [-2.539, -0.306, -4.452], [1.472, -2.206, 2.449], [0.002, 4.620, -1.254], [2.968, 3.432, 3.187], [-2.158, 4.162, 1.428], [-3.031, 1.040, -4.498], [2.417, -3.253, -5.508], [-2.174, -0.729, -3.229], [0.317, 2.634, -2.546], [-0.059, -6.117, 3.087], [-3.547, 0.781, -0.115], [-3.798, 3.681, -0.563], [2.909, 4.367, 2.570], [-1.483, -1.552, -3.069], [-0.567, -7.008, 3.325], [1.415, -3.767, 5.095], [-0.020, 2.733, -4.712], [-2.299, -0.893, -5.313], [0.163, 5.148, -0.333], [1.834, -1.182, -5.663], [-2.410, 4.907, 0.722], [4.581, 2.394, 6.031], [-0.811, 6.247, -2.497], [3.491, 0.300, 5.534], [-0.283, -6.036, 0.850], [-1.166, 4.188, 1.871], [-3.689, 2.788, -3.455], [-2.783, 4.220, 2.320], [-1.029, 0.384, 3.799], [4.024, 4.421, 4.756], [-3.237, 1.516, -5.460], [-1.023, 5.020, -4.459], [2.886, -3.297, -6.487], [0.601, -6.050, 5.154], [-4.886, 1.654, -0.898], [2.262, -5.274, -2.725], [-2.376, 0.461, 2.710], [2.991, -5.211, -5.133], [-2.644, -1.253, 4.453]],
  "multiplicity": 1,
  "total_charge": 1,
  "orbital_gap_ev": 5.99,
  "total_energy_ev": -72254.1003
}

[2]
{
  "formula": "C29H30NO2",
  "method": "ωB97M-V with the def2-TZVPD basis set",
  "species": ["O", "O", "N", "C", "C", "C", "C", "C", "C", "C", "C", "C", "C", "C", "C", "C", "C", "C", "C", "C", "C", "C", "C", "C", "C", "C", "C", "C", "C", "C", "C", "C", "H", "H", "H", "H", "H", "H", "H", "H", "H", "H", "H", "H", "H", "H", "H", "H", "H", "H", "H", "H", "H", "H", "H", "H", "H", "H", "H", "H", "H", "H"],
  "positions_angstrom": [[4.357, -1.132, -0.270], [5.291, -7.266, 0.940], [-1.611, -0.044, 3.319], [3.911, -3.381, 0.227], [3.397, -2.058, -0.017], [4.450, 1.050, 3.139], [4.010, 0.166, -0.593], [-3.517, 1.560, 3.452], [5.293, -3.666, 0.138], [3.093, 1.318, 3.020], [2.129, 0.302, 3.247], [3.461, 2.829, -1.056], [4.891, -5.988, 0.711], [2.665, 0.588, -0.544], [5.782, -4.938, 0.374], [-4.442, 0.399, 3.801], [0.724, 0.608, 3.130], [2.415, 1.967, -0.777], [4.888, -0.235, 3.488], [4.784, 2.361, -1.096], [3.953, -1.256, 3.688], [3.504, -5.716, 0.808], [-3.960, -0.877, 3.119], [1.698, -0.367, -0.189], [-2.513, -1.182, 3.489], [2.061, -1.683, 0.033], [2.589, -0.997, 3.581], [-0.292, -0.321, 3.202], [3.034, -4.444, 0.569], [5.069, 1.023, -0.858], [-2.055, 1.263, 3.793], [6.703, -7.571, 0.822], [-1.939, 1.334, 4.893], [0.478, 1.664, 2.989], [4.289, -2.263, 3.942], [-3.597, 1.774, 2.379], [-0.058, -1.390, 3.109], [6.759, -8.636, 1.048], [0.653, -0.069, -0.111], [-4.570, -1.738, 3.409], [-2.480, -1.522, 4.541], [6.009, -2.889, -0.125], [5.600, 3.046, -1.313], [1.856, -1.786, 3.752], [5.174, 1.847, 2.962], [2.823, -6.524, 1.065], [7.072, -7.378, -0.196], [1.968, -4.239, 0.636], [1.309, -2.431, 0.260], [3.261, 3.886, -1.247], [-4.043, -0.771, 2.031], [-5.462, 0.626, 3.480], [2.740, 2.314, 2.737], [-2.128, -2.000, 2.868], [6.852, -5.143, 0.294], [6.082, 0.625, -0.866], [-1.420, 2.042, 3.358], [-3.815, 2.471, 3.983], [-4.458, 0.250, 4.887], [5.953, -0.437, 3.599], [7.300, -6.996, 1.545], [1.381, 2.316, -0.730]],
  "multiplicity": 1,
  "total_charge": 1,
  "orbital_gap_ev": 4.74,
  "total_energy_ev": -36138.3050
}

[3]
{
  "formula": "C4H13N2O2",
  "method": "ωB97M-V with the def2-TZVPD basis set",
  "species": ["O", "O", "N", "N", "C", "C", "C", "C", "H", "H", "H", "H", "H", "H", "H", "H", "H", "H", "H", "H", "H"],
  "positions_angstrom": [[1.686, 3.623, 1.017], [-1.269, -1.338, 1.080], [-1.323, -3.008, -0.427], [0.340, 0.635, 1.091], [0.224, 0.019, -1.172], [1.070, -0.166, 0.115], [-1.274, -0.578, -1.079], [-1.314, -1.666, -0.063], [1.736, 4.463, 0.634], [-0.591, 0.219, 1.318], [-1.698, -3.398, -1.268], [1.032, -1.211, 0.418], [2.380, 3.694, 1.649], [2.146, -0.125, 0.031], [0.099, 1.077, -1.546], [0.962, 0.578, 1.954], [0.700, -0.452, -2.069], [-1.730, -0.586, -2.092], [-2.174, 0.245, -0.955], [0.359, 1.579, 0.883], [-1.361, -3.603, 0.481]],
  "multiplicity": 1,
  "total_charge": 1,
  "orbital_gap_ev": 11.39,
  "total_energy_ev": -11427.0338
}

[4]
{
  "formula": "C5H6N3O4",
  "method": "ωB97M-V with the def2-TZVPD basis set",
  "species": ["O", "O", "O", "O", "N", "N", "N", "C", "C", "C", "C", "C", "H", "H", "H", "H", "H", "H"],
  "positions_angstrom": [[1.517, 4.522, -0.642], [2.239, -0.603, 1.731], [-0.333, 1.881, 0.096], [2.240, -1.627, -1.685], [-1.655, -2.277, 0.378], [-2.351, -3.111, 2.495], [1.124, 0.064, -0.312], [-0.895, 0.106, -1.392], [1.957, -0.611, 0.595], [2.000, -0.911, -0.771], [-0.170, 0.854, -0.525], [-1.918, -2.576, 1.505], [0.883, 3.932, -0.138], [-1.796, 0.450, -1.711], [0.953, 5.212, -0.966], [-0.511, -0.903, -1.752], [-1.739, -3.021, 3.195], [-1.546, -1.382, -0.102]],
  "multiplicity": 3,
  "total_charge": -1,
  "orbital_gap_ev": [4.02, 6.05],
  "total_energy_ev": -17937.6970
}

[5]
{
  "formula": "C21H36I2N2O3PdSi",
  "method": "ωB97M-V with the def2-TZVPD basis set",
  "species": ["I", "I", "Pd", "Si", "O", "O", "O", "N", "N", "C", "C", "C", "C", "C", "C", "C", "C", "C", "C", "C", "C", "C", "C", "C", "C", "C", "C", "C", "C", "C", "H", "H", "H", "H", "H", "H", "H", "H", "H", "H", "H", "H", "H", "H", "H", "H", "H", "H", "H", "H", "H", "H", "H", "H", "H", "H", "H", "H", "H", "H", "H", "H", "H", "H", "H", "H"],
  "positions_angstrom": [[-3.042, 0.500, -1.471], [-5.121, -1.044, -2.152], [-0.521, 0.057, -1.148], [-0.150, -2.238, -0.926], [-0.488, 0.731, 1.553], [1.541, 0.176, -1.044], [3.158, 1.577, -0.409], [-0.141, 2.329, -1.451], [-0.476, 2.972, 1.849], [-1.202, -3.040, 0.471], [0.335, -4.303, -2.818], [1.145, 2.539, -1.153], [-1.151, -4.568, 0.321], [-1.838, -3.106, -3.107], [0.299, -1.970, -3.672], [0.903, 4.898, -1.440], [-0.272, 1.697, 2.274], [-0.376, -2.947, -2.696], [1.698, 2.008, 3.869], [1.523, 4.263, 2.628], [1.700, 3.811, -1.134], [1.634, -2.548, -0.445], [2.234, 2.917, 2.761], [-0.004, 4.137, 2.581], [0.226, 1.551, 3.696], [2.035, 1.335, -0.825], [-0.571, -2.666, 1.820], [-0.906, 3.381, -1.757], [-2.667, -2.611, 0.496], [-0.430, 4.680, -1.761], [-1.900, -3.484, -4.134], [1.327, -1.741, -3.384], [2.197, 2.385, 1.808], [1.756, -3.604, -0.184], [-0.677, 3.064, 0.865], [2.745, 3.899, -0.875], [-2.383, -3.802, -2.466], [-1.940, 3.176, -2.004], [1.402, -4.220, -2.605], [-0.085, -5.059, -2.154], [-0.531, -1.584, 1.956], [-1.644, -5.028, 1.185], [1.882, 4.758, 1.723], [3.295, 3.098, 2.941], [-1.669, -4.916, -0.574], [-2.360, -2.148, -3.085], [-2.764, -1.552, 0.737], [2.315, -2.305, -1.259], [1.925, -1.936, 0.408], [0.231, -4.672, -3.845], [1.781, 4.915, 3.468], [-0.126, -4.945, 0.291], [0.116, 0.501, 3.957], [-0.405, 4.089, 3.594], [1.806, 2.500, 4.839], [-3.168, -2.803, -0.454], [-3.201, -3.175, 1.269], [-1.176, -3.092, 2.629], [0.440, -3.064, 1.920], [1.310, 5.901, -1.434], [2.330, 1.120, 3.899], [-0.449, 5.019, 2.119], [-1.094, 5.494, -2.015], [-0.432, 2.122, 4.354], [0.318, -2.406, -4.677], [-0.245, -1.024, -3.724]],
  "multiplicity": 1,
  "orbital_gap_ev": 6.23,
  "total_energy_ev": -59045.3481
}

Record order is preserved below.
Largest force on an atom: 3.81; 1.60; 5.25; 8.00; 0.14 eV Å⁻¹